No. 1
DFT (wB97M-V/def2-TZVPD) results for an isolated molecule of C5H4N2O2S.

Cartesian coordinates (Å):
O 2.521 -1.635 -0.607
C 2.254 -0.604 -0.029
O 3.141 0.131 0.657
C 0.894 0.048 -0.087
C -0.243 -0.670 0.056
C -1.591 -0.066 0.053
S -2.961 -0.976 0.134
N -1.635 1.333 -0.090
C -0.524 1.971 -0.227
N 0.758 1.445 -0.179
H 2.633 0.798 1.214
H -0.104 -1.714 0.208
H -0.604 3.045 -0.292
H 1.549 1.994 -0.385

Its largest force on an atom is 1.88 eV/Å. For the HOMO-LUMO gap, the calculation gives 7.783 eV. The calculation puts the total energy at -23159.59040 eV. Its total charge is 0. For the LUMO energy, the calculation gives -0.757 eV. The relative energy (zero: lowest compared OMol25 entry of this formula, charge and spin) comes out at 1.50 kcal/mol.

No. 2
DFT (wB97M-V/def2-TZVPD) results for a structure of composition C34H45N7Tl.

Cartesian coordinates (Å):
Tl -0.502 0.729 2.538
N 0.532 -1.899 2.117
N 1.235 -2.868 -0.981
C 2.899 1.984 0.201
C 3.542 0.695 0.415
C 3.398 0.416 1.835
C 3.700 -0.869 2.475
H 4.423 -1.426 1.871
H 2.786 -1.479 2.566
H 4.116 -0.721 3.481
C 2.819 1.530 2.454
C 2.580 1.677 3.913
H 3.429 1.262 4.475
H 1.679 1.142 4.259
H 2.470 2.732 4.189
C 2.483 2.488 1.441
C 1.764 3.764 1.672
H 0.668 3.634 1.662
H 2.014 4.486 0.885
H 2.038 4.199 2.641
C 4.162 -0.091 -0.533
H 4.587 -1.052 -0.245
H 4.382 0.325 -1.515
H 2.740 -1.431 -1.526
C 2.662 2.591 -1.119
H 1.686 2.285 -1.527
H 3.427 2.265 -1.832
H 2.669 3.687 -1.062
C -0.152 -2.097 3.272
H 0.103 -1.453 4.130
C -1.214 -3.004 3.383
H -1.883 -2.945 4.245
C -1.333 -3.999 2.406
H -2.127 -4.747 2.448
C -0.366 -4.046 1.412
H -0.321 -4.858 0.688
C 0.615 -3.020 1.308
C 1.634 -3.194 0.287
H 2.683 -2.995 0.502
C 1.879 -2.013 -1.828
C 0.020 -3.239 -1.619
H -0.649 -3.971 -1.207
C -0.124 -2.434 -2.678
H -0.935 -2.373 -3.378
N 0.978 -1.568 -2.732
C 1.073 -0.329 -3.425
C 2.292 0.011 -4.033
C 2.418 1.285 -4.601
H 3.359 1.555 -5.087
C 1.368 2.205 -4.579
C 1.516 3.567 -5.194
H 1.689 4.339 -4.430
H 0.607 3.846 -5.739
H 2.360 3.583 -5.891
C 0.173 1.844 -3.953
H -0.657 2.556 -3.928
C 0.013 0.592 -3.346
C -1.243 0.313 -2.578
H -1.821 -0.516 -3.007
H -1.881 1.206 -2.610
H -1.056 0.093 -1.516
C 3.439 -0.940 -4.120
H 3.154 -1.916 -4.535
H 3.937 -1.099 -3.156
H 4.190 -0.501 -4.789
C -3.574 1.380 1.098
N -2.973 0.205 1.825
C -3.226 -1.016 1.003
N -4.663 -1.231 0.773
C -5.225 -0.040 0.086
N -5.019 1.204 0.868
C -5.686 1.028 2.182
N -5.153 -0.143 2.925
C -3.708 0.050 3.128
C -5.350 -1.348 2.083
H -3.062 1.483 0.128
H -3.413 2.280 1.710
H -2.721 -0.890 0.032
H -2.802 -1.882 1.534
H -6.307 -0.196 -0.038
H -4.739 0.070 -0.894
H -5.521 1.933 2.784
H -6.760 0.870 2.010
H -3.294 -0.823 3.658
H -3.548 0.963 3.723
H -6.428 -1.465 1.896
H -4.956 -2.225 2.617

Its largest force on an atom is 2.63 eV/Å. For the HOMO-LUMO gap (spin up / spin down), the calculation gives 3.416 / 3.570 eV. The calculation puts the total energy at -51106.89762 eV. Its total charge is -1. For the LUMO energy (spin up / spin down), the calculation gives 2.269 / 2.298 eV. The relative energy (zero: lowest compared OMol25 entry of this formula, charge and spin) comes out at 0.00 kcal/mol.

No. 3
DFT (wB97M-V/def2-TZVPD) results for the ion C5H7O3 with charge -1.

Cartesian coordinates (Å):
O -3.339 -0.178 1.491
C -2.234 0.230 1.221
C -1.191 -0.531 0.468
C 0.007 0.278 -0.009
C 1.093 -0.508 -0.717
C 2.247 0.566 -0.965
O 2.197 1.146 -2.071
O 3.274 0.379 -0.254
H -1.955 1.259 1.528
H -0.874 -1.426 1.043
H -1.720 -0.938 -0.404
H -0.244 1.232 -0.484
H 0.510 0.705 0.882
H 1.441 -1.283 -0.047
H 0.788 -0.932 -1.682

Its largest force on an atom is 4.26 eV/Å. For the HOMO-LUMO gap, the calculation gives 7.491 eV. The calculation puts the total energy at -11441.87117 eV. Its total charge is -1. For the LUMO energy, the calculation gives 3.445 eV. The relative energy (zero: lowest compared OMol25 entry of this formula, charge and spin) comes out at 12.97 kcal/mol.

No. 4
DFT (wB97M-V/def2-TZVPD) results for the ion C9H22NSi with charge +1.

Cartesian coordinates (Å):
C -1.283 3.623 0.232
C -0.546 2.316 0.742
Si -0.605 1.024 -0.681
C 0.565 1.331 -2.200
C -2.202 0.040 -0.781
N 0.612 -0.161 0.227
C -0.031 -0.794 1.384
C 0.672 -2.148 1.097
C -0.413 -3.127 1.217
C 1.093 -1.509 -0.265
C 2.589 -1.513 -0.639
H -0.616 4.067 -0.550
H -2.178 3.550 -0.346
H -1.344 4.308 1.154
H 0.486 2.527 1.072
H -0.947 1.908 1.615
H 0.057 1.948 -2.923
H 1.402 2.136 -1.893
H 1.137 0.504 -2.601
H -2.836 0.143 0.082
H -2.964 0.326 -1.560
H -1.977 -1.020 -0.906
H 1.288 0.421 0.742
H -1.127 -0.766 1.334
H 0.200 -0.337 2.337
H 1.567 -2.327 1.701
H -0.751 -3.181 2.268
H -0.199 -4.134 1.015
H -1.219 -2.831 0.457
H 0.550 -1.798 -1.195
H 2.808 -0.905 -1.530
H 2.929 -2.455 -0.667
H 3.281 -1.169 0.058

Its largest force on an atom is 4.10 eV/Å. For the HOMO-LUMO gap, the calculation gives 11.610 eV. The calculation puts the total energy at -19050.53988 eV. Its total charge is +1. For the LUMO energy, the calculation gives -2.535 eV. The relative energy (zero: lowest compared OMol25 entry of this formula, charge and spin) comes out at 11.68 kcal/mol.

No. 5
DFT (wB97M-V/def2-TZVPD) results for an isolated molecule of C27H33N5O3.

Cartesian coordinates (Å):
C -1.835 -2.661 1.114
C -2.054 -2.137 -0.313
C -3.265 -1.274 -0.358
N -4.498 -1.676 -0.442
C -5.255 -0.529 -0.419
C -6.633 -0.357 -0.481
C -7.117 0.934 -0.441
C -6.266 2.037 -0.340
C -4.895 1.891 -0.277
C -4.404 0.597 -0.320
N -3.131 0.079 -0.285
C -1.875 0.767 -0.215
C -1.520 1.131 1.242
C -0.643 2.372 1.456
O -0.752 3.025 2.474
N 0.220 2.654 0.468
C 1.240 3.670 0.603
C 2.632 3.049 0.733
C 3.095 2.396 -0.572
N 4.418 1.806 -0.428
C 5.107 1.669 -1.700
C 6.517 1.134 -1.448
O 6.487 -0.114 -0.797
C 5.796 -0.010 0.425
C 4.373 0.506 0.220
C -0.767 -0.082 -0.835
O 0.223 0.473 -1.300
N -0.901 -1.414 -0.826
C 0.195 -2.216 -1.353
C 1.097 -2.751 -0.270
C 1.408 -4.103 -0.209
C 2.249 -4.585 0.779
C 2.783 -3.721 1.719
C 2.477 -2.371 1.665
C 1.641 -1.889 0.674
H -1.655 -1.842 1.805
H -0.988 -3.340 1.147
H -2.730 -3.190 1.429
H -2.228 -2.999 -0.968
H -7.288 -1.209 -0.557
H -8.182 1.102 -0.486
H -6.693 3.028 -0.308
H -4.240 2.745 -0.192
H -1.954 1.692 -0.803
H -1.006 0.296 1.728
H -2.447 1.307 1.795
H 0.328 2.014 -0.314
H 0.999 4.245 1.500
H 1.202 4.331 -0.269
H 2.608 2.314 1.539
H 3.349 3.822 1.008
H 3.158 3.173 -1.339
H 2.364 1.646 -0.913
H 5.174 2.649 -2.176
H 4.574 0.978 -2.378
H 7.045 0.976 -2.391
H 7.070 1.861 -0.835
H 5.783 -1.012 0.857
H 6.333 0.676 1.098
H 3.887 0.604 1.192
H 3.808 -0.225 -0.387
H -0.223 -3.036 -1.943
H 0.772 -1.562 -2.014
H 0.992 -4.782 -0.940
H 2.485 -5.638 0.815
H 3.438 -4.097 2.490
H 2.895 -1.692 2.394
H 1.414 -0.834 0.628

Its largest force on an atom is 0.73 eV/Å. For the HOMO-LUMO gap, the calculation gives 9.337 eV. The calculation puts the total energy at -42129.40860 eV. Its total charge is 0. For the LUMO energy, the calculation gives 0.628 eV. The relative energy (zero: lowest compared OMol25 entry of this formula, charge and spin) comes out at 9.76 kcal/mol.

No. 6
DFT (wB97M-V/def2-TZVPD) results for a cluster of 8 separate species, C25H59FNO15P in total.

Cartesian coordinates (Å):
C -5.640 -2.691 5.699
C -4.981 -4.220 5.799
O -5.416 -4.980 6.825
O -3.984 -4.730 4.816
C -4.622 -4.834 3.466
C -4.026 -3.708 2.419
C -2.665 -4.186 1.622
C -1.711 -2.913 1.227
C -0.218 -2.932 1.938
P -0.184 -3.219 3.845
C -0.088 -5.072 4.294
O -1.720 -2.650 4.525
C 0.918 -3.728 1.060
C 0.984 -5.366 1.083
C 1.535 -6.038 -0.333
C 2.738 -5.118 -1.027
F 0.361 -6.201 -1.225
N 2.186 -2.987 1.495
C 1.914 -1.661 2.169
O 2.804 -0.925 2.840
C 0.308 -1.349 1.819
C -0.471 -0.211 2.716
O 0.189 0.072 4.026
O -0.740 0.503 4.873
C 0.442 -0.684 0.325
O -0.805 -0.131 -0.226
C -0.403 0.659 -1.437
C -0.788 0.151 -2.983
O 0.273 1.822 -1.376
H -6.807 -2.772 5.646
H -5.352 -2.007 6.608
H -5.247 -2.208 4.696
H -5.756 -4.582 3.629
H -4.582 -5.930 3.032
H -4.884 -3.479 1.633
H -3.858 -2.720 3.027
H -3.046 -4.781 0.660
H -2.034 -4.956 2.241
H -1.622 -2.909 0.047
H -2.312 -1.922 1.500
H -1.035 -5.705 4.028
H 0.880 -5.618 3.873
H 0.021 -5.128 5.479
H -1.457 -2.406 5.483
H 0.536 -3.527 -0.053
H -0.017 -5.872 1.472
H 1.806 -5.656 1.899
H 2.054 -7.069 -0.037
H 2.227 -4.143 -1.433
H 3.205 -5.673 -1.970
H 3.555 -4.856 -0.229
H 2.974 -3.572 1.852
H -1.588 -0.518 3.003
H -0.568 0.840 2.184
H -0.305 0.647 5.764
H 1.246 0.193 0.416
H 0.879 -1.414 -0.498
H -0.763 1.097 -3.711
H -1.876 -0.297 -2.891
H 0.000 -0.626 -3.363
C 0.743 4.873 -3.158
O 1.662 4.074 -3.880
H 0.773 5.892 -3.550
H -0.266 4.469 -3.279
H 1.018 4.882 -2.101
H 1.612 3.176 -3.511
C 1.037 7.472 0.236
O 0.304 6.429 -0.381
H 1.941 7.664 -0.346
H 0.427 8.379 0.266
H 1.315 7.174 1.250
H -0.492 6.282 0.158
C 4.412 2.505 -4.791
O 4.033 1.437 -3.943
H 4.423 2.152 -5.825
H 3.692 3.321 -4.695
H 5.411 2.853 -4.517
H 4.032 1.780 -3.034
C 3.873 1.700 -9.235
O 3.494 0.631 -8.387
H 3.884 1.347 -10.269
H 3.152 2.516 -9.139
H 4.872 2.047 -8.961
H 3.493 0.975 -7.478
C -3.539 5.441 -2.023
O -2.651 4.956 -1.033
H -4.481 5.725 -1.548
H -3.101 6.316 -2.510
H -3.728 4.657 -2.761
H -1.825 4.712 -1.485
C 6.751 5.747 -5.015
O 6.663 4.753 -6.019
H 6.959 5.267 -4.057
H 7.562 6.440 -5.257
H 5.803 6.287 -4.952
H 6.478 5.209 -6.858
C -4.019 2.699 4.507
O -3.131 2.213 5.497
H -4.960 2.983 4.983
H -3.580 3.573 4.021
H -4.208 1.915 3.770
H -2.305 1.969 5.046

Its largest force on an atom is 8.85 eV/Å. For the HOMO-LUMO gap, the calculation gives 8.485 eV. The calculation puts the total energy at -71073.24326 eV. Its total charge is 0. For the LUMO energy, the calculation gives 0.107 eV.